--- one ---
Formula: C4H11N2
Source: the OMol25 dataset
Level of theory: the ωB97M-V functional and the def2-TZVPD basis

Geometry as XYZ:
```
17
C4H11N2 (the ωB97M-V functional and the def2-TZVPD basis)
N 1.74617 0.65250 1.49908
N -2.69637 -0.13250 -0.25244
C 1.77597 -0.45524 0.49959
C 0.91714 -0.13385 -0.73310
C -0.36942 0.43816 -0.30561
C -1.44721 0.27129 -1.03831
H 2.83665 -0.67895 0.18920
H -1.55543 -0.18996 -2.06049
H -0.25128 1.24622 0.47075
H 0.57909 -1.16424 -1.15443
H -3.23588 -0.79022 -0.85880
H -2.36788 -0.61617 0.61339
H 1.50924 0.24002 -1.54591
H -3.29976 0.64261 0.03530
H 2.23342 1.53815 1.22360
H 1.46213 -1.35032 1.04849
H 2.16344 0.48251 2.36968
```

Its total charge is +1. Its HOMO-LUMO gap is 8.4 eV. As for the SMILES: NCC/C=C/[NH3+]. The spin multiplicity is 1.

***

--- two ---
Formula: C4H11N2
Source: the OMol25 dataset
Level of theory: the ωB97M-V functional and the def2-TZVPD basis

Geometry as XYZ:
```
17
C4H11N2 (the ωB97M-V functional and the def2-TZVPD basis)
N 0.64122 -0.63607 -1.05303
N -0.28095 -2.14731 0.89887
C 0.28093 0.04316 0.13925
C 0.32675 1.53634 0.08094
C -0.21088 -0.69576 1.11824
C -0.63289 2.08867 -0.99128
H 0.04470 2.01643 1.00781
H -0.11253 -0.81208 -1.70916
H 1.36088 1.81747 -0.12385
H -0.57666 -0.31003 2.05472
H 1.38758 -0.23377 -1.60337
H -0.58195 3.17409 -0.97657
H -0.29502 1.86846 -1.99683
H 0.25283 -2.68463 1.58583
H -1.24148 -2.48243 0.89582
H -1.61041 1.64051 -0.85549
H 0.22102 -2.29290 0.00008
```

Its total charge is +1. Its HOMO-LUMO gap is 10.7 eV. As for the SMILES: CC/C(N)=C/[NH3+]. The spin multiplicity is 1.

***

--- three ---
Formula: C4H11N2
Source: the OMol25 dataset
Level of theory: the ωB97M-V functional and the def2-TZVPD basis

Geometry as XYZ:
```
17
C4H11N2 (the ωB97M-V functional and the def2-TZVPD basis)
N -1.53773 -0.68782 -0.49422
N 2.04310 -0.17908 -0.38022
C -0.41458 1.47634 -0.51631
C 0.82718 -0.78281 0.13787
C -0.48439 0.05729 0.04699
C 0.13201 -0.36053 1.38261
H -1.44782 -0.62847 -1.45933
H -0.53196 -1.05845 1.98802
H -1.19128 2.15291 -0.11916
H 0.52176 1.87004 -0.05046
H -2.44160 -0.38692 -0.24324
H -1.47656 -1.60944 -0.15414
H 0.71299 -1.89223 -0.24651
H 0.74690 0.39507 2.08335
H 2.88376 -0.62638 -0.37077
H -0.40211 1.60085 -1.68154
H 2.06033 0.65965 0.07705
```

Its total charge is +1. Its HOMO-LUMO gap is 9.7 eV. As for the SMILES: C[C@]1([NH3+])C[C@@H]1N. The spin multiplicity is 1.

***

Stability check: which of them is most stable? two.

***

--- one ---
Formula: C4H11N2
Source: the OMol25 dataset
Level of theory: the ωB97M-V functional and the def2-TZVPD basis

Geometry as XYZ:
```
17
C4H11N2 (the ωB97M-V functional and the def2-TZVPD basis)
N 0.41379 0.65925 -1.52488
N 0.50676 -1.15351 0.25235
C -0.41942 1.05089 0.78021
C -0.54603 -0.44270 1.03208
C -0.51582 1.45762 -0.67947
C 0.85148 -2.35219 0.45905
H -0.25631 2.50519 -0.81379
H 1.51908 -2.80010 -0.26680
H -1.17561 1.58061 1.37001
H 0.47564 -2.85399 1.34072
H 0.53185 1.39932 1.18615
H 0.74134 -0.57684 -0.62230
H -1.53748 1.40212 -1.05537
H -0.40059 -0.71902 2.08373
H 1.24542 1.20987 -1.72390
H 0.04864 0.48941 -2.45625
H -1.48273 -0.85592 0.63846
```

Its total charge is +1. Its HOMO-LUMO gap is 10.3 eV. As for the SMILES: C=[NH+]CCCN. The spin multiplicity is 1.

***

--- two ---
Formula: C4H11N2
Source: the OMol25 dataset
Level of theory: the ωB97M-V functional and the def2-TZVPD basis

Geometry as XYZ:
```
17
C4H11N2 (the ωB97M-V functional and the def2-TZVPD basis)
N -0.37419 1.39612 -0.56272
N -0.53860 0.19101 0.14782
C 0.05178 0.18260 -1.19583
C -1.88988 -0.19178 0.45969
C 1.52397 -0.16151 -1.31302
C 0.26133 -0.01398 1.38866
H -2.16849 0.37239 1.25997
H 0.37254 1.98885 -0.14090
H 1.34049 0.20381 1.06999
H -0.06734 0.73009 2.15844
H 1.84346 -0.20176 -2.44122
H -2.14646 -1.23441 0.79122
H 1.72706 -1.06596 -0.63102
H 0.09025 -0.84209 2.00385
H 2.24871 0.56681 -0.96956
H -2.48715 -0.19357 -0.51065
H -0.42760 -0.28009 -2.03375
```

Its total charge is +1. Its HOMO-LUMO gap is 12.8 eV. As for the SMILES: C[C@@H]1N[N+]1(C)C. The spin multiplicity is 1.

***

--- three ---
Formula: C4H11N2
Source: the OMol25 dataset
Level of theory: the ωB97M-V functional and the def2-TZVPD basis

Geometry as XYZ:
```
17
C4H11N2 (the ωB97M-V functional and the def2-TZVPD basis)
N -3.66066 0.04424 1.23840
N 0.15211 -2.11499 -1.75033
C 1.42056 0.53520 0.61612
C 0.49604 -0.26856 -0.19761
C 1.90730 1.85223 -0.06812
C 0.80400 -1.48900 -0.74195
H 0.98188 0.77760 1.59158
H 1.61840 -2.09717 -0.33938
H -0.14779 -3.06347 -1.54762
H 1.38293 2.76747 0.17935
H -3.80659 -0.21105 0.27412
H 1.84806 1.72281 -1.15626
H -0.60502 -1.55696 -2.12291
H -3.18444 0.92237 1.30974
H 2.33178 0.03381 0.97665
H -4.52925 0.17006 1.73670
H 2.99070 1.97540 0.00152
```

Its total charge is +1. Its HOMO-LUMO gap is 4.5 eV. The spin multiplicity is 1.

***

--- four ---
Formula: C4H11N2
Source: the OMol25 dataset
Level of theory: the ωB97M-V functional and the def2-TZVPD basis

Geometry as XYZ:
```
17
C4H11N2 (the ωB97M-V functional and the def2-TZVPD basis)
N 0.63166 -1.27125 -2.66577
N -0.80704 1.59547 1.07048
C 0.13845 -0.69180 -1.47199
C 0.92826 -0.26071 -0.44845
C 0.61318 -0.44760 0.97627
C -0.75799 0.11733 1.56615
H -1.70214 -0.37424 1.23205
H 1.34664 0.00599 1.65668
H -0.01952 2.28474 1.23784
H -0.86670 1.39953 0.11910
H 1.60668 -1.36528 -2.93553
H 0.45252 -1.51467 1.16421
H -0.93544 -0.84163 -1.29580
H -1.02197 0.17294 2.62009
H 1.96759 0.02822 -0.67590
H -1.63450 2.12441 1.28221
H 0.06033 -0.96145 -3.43163
```

Its total charge is +1. Its HOMO-LUMO gap is 8.6 eV. As for the SMILES: N/C=C/CC[NH3+]. The spin multiplicity is 1.

***

Stability check: which of them is most stable? one.

***

--- one ---
Formula: C4H11N2
Source: the OMol25 dataset
Level of theory: the ωB97M-V functional and the def2-TZVPD basis

Geometry as XYZ:
```
17
C4H11N2 (the ωB97M-V functional and the def2-TZVPD basis)
N 0.28956 0.57298 0.60467
N 0.96483 -0.48221 -1.74949
C -1.63522 -0.94370 0.81274
C -0.33047 -0.47996 1.43788
C 0.72944 0.44896 -2.57275
C 0.83360 1.53569 1.21944
H 0.96309 1.54818 2.30010
H -2.09161 -1.70909 1.43839
H -2.33289 -0.10795 0.78223
H 0.72480 -0.32600 -0.69064
H 1.17673 2.39234 0.64959
H -1.49635 -1.36606 -0.18294
H 0.68120 0.25780 -3.63907
H 0.41009 -1.28047 1.53473
H -0.55171 -0.11987 2.44511
H 1.10437 -1.40728 -2.14789
H 0.56053 1.46664 -2.24212
```

Its total charge is +1. Its HOMO-LUMO gap is 9.8 eV. The spin multiplicity is 1.

***

--- two ---
Formula: C4H11N2
Source: the OMol25 dataset
Level of theory: the ωB97M-V functional and the def2-TZVPD basis

Geometry as XYZ:
```
17
C4H11N2 (the ωB97M-V functional and the def2-TZVPD basis)
N -1.01508 -0.92681 1.32071
N -0.08580 1.53523 0.51844
C 1.77214 0.80783 -0.91403
C 0.50174 0.71255 -0.48590
C -0.44293 -1.54495 0.06940
C -0.31850 -0.46167 -0.96399
H 0.06187 -0.80980 -1.92330
H -0.81699 -1.47570 2.15191
H 2.51354 1.38810 -0.37270
H -2.02836 -0.87713 1.24188
H -0.63853 0.05030 1.42098
H 0.45180 -2.12378 0.28528
H -1.18531 -2.26822 -0.26187
H 2.12448 0.34526 -1.82486
H -0.71017 2.27237 0.19949
H 0.62248 1.93466 1.11656
H -1.29632 -0.04047 -1.27797
```

Its total charge is +1. Its HOMO-LUMO gap is 9.7 eV. As for the SMILES: C=C(N)CC[NH3+]. The spin multiplicity is 1.

***

Stability check: which of them is most stable? two.

***

--- one ---
Formula: C4H11N2
Source: the OMol25 dataset
Level of theory: the ωB97M-V functional and the def2-TZVPD basis

Geometry as XYZ:
```
17
C4H11N2 (the ωB97M-V functional and the def2-TZVPD basis)
N -0.87669 0.69174 0.66293
N 1.94313 0.21934 0.37699
C 0.95533 -0.58230 -1.51797
C -2.32367 0.90678 0.74799
C -0.36660 -0.46094 0.16256
C 0.97932 -0.77603 -0.03774
H 1.35758 -1.75614 0.17485
H 2.80947 -0.23919 0.59826
H -1.00500 -1.36651 -0.02355
H 1.98316 -0.93217 -1.72631
H -2.83844 1.00462 -0.26142
H -0.11314 1.23894 1.05210
H 0.94042 0.47159 -1.73751
H 1.64489 0.96180 1.02936
H 0.23097 -1.20562 -2.09464
H -2.72989 0.06883 1.27025
H -2.59083 1.75526 1.32384
```

Its total charge is +1. Its HOMO-LUMO gap is 9.4 eV. As for the SMILES: C/[NH+]=C/[C@@H](C)N. The spin multiplicity is 1.

***

--- two ---
Formula: C4H11N2
Source: the OMol25 dataset
Level of theory: the ωB97M-V functional and the def2-TZVPD basis

Geometry as XYZ:
```
17
C4H11N2 (the ωB97M-V functional and the def2-TZVPD basis)
N 1.93597 1.21982 -0.89382
N -0.95190 -1.57424 2.12417
C -0.48957 0.69771 -0.98772
C -1.22769 -0.80263 0.87468
C 0.89782 0.51616 -1.65383
C -0.37298 0.08387 0.38242
H -0.70493 1.77076 -0.91963
H -2.11451 -1.12930 0.34753
H -1.42717 -2.47318 2.03685
H 0.17502 0.76462 1.03706
H 0.86882 0.83984 -2.69769
H 2.82703 0.78125 -1.05729
H 0.04582 -1.76786 2.25485
H 1.07849 -0.55953 -1.71360
H 1.79995 2.20440 -1.05669
H -1.25618 0.24639 -1.62212
H -1.24708 -1.05055 2.95279
```

Its total charge is +1. Its HOMO-LUMO gap is 8.8 eV. As for the SMILES: NCC/C=C/[NH3+]. The spin multiplicity is 1.

***

--- three ---
Formula: C4H11N2
Source: the OMol25 dataset
Level of theory: the ωB97M-V functional and the def2-TZVPD basis

Geometry as XYZ:
```
17
C4H11N2 (the ωB97M-V functional and the def2-TZVPD basis)
N -1.44290 -2.02474 -0.79984
N -0.15350 -0.68473 0.55271
C 1.27789 -0.08091 0.57307
C 1.22433 1.33942 -0.02144
C -0.82326 -0.88048 -0.56633
C -0.02789 2.17120 0.28161
H -1.14471 -2.91574 -0.44208
H 1.99661 -0.70199 0.03752
H 2.06696 1.91495 0.36972
H 1.46635 -0.23871 1.63245
H -0.23847 -1.38692 1.26593
H -1.24428 -0.11643 -1.21946
H -2.10650 -2.05610 -1.56667
H -0.54907 2.48684 -0.61617
H 1.42394 1.25277 -1.09024
H -0.74892 1.78268 1.00727
H 0.22659 3.04532 0.87961
```

Its total charge is +1. Its HOMO-LUMO gap is 10.9 eV. As for the SMILES: CCCNC=[NH2+]. The spin multiplicity is 1.

***

Stability check: which of them is most stable? three.

***

--- one ---
Formula: C4H11N2
Source: the OMol25 dataset
Level of theory: the ωB97M-V functional and the def2-TZVPD basis

Geometry as XYZ:
```
17
C4H11N2 (the ωB97M-V functional and the def2-TZVPD basis)
N 1.26537 0.12047 -0.46144
N 3.39345 0.10411 0.18239
C -2.55231 0.99907 0.17174
C 2.15808 -0.36624 0.26025
C -1.32401 -1.20643 -0.47523
C -1.80498 -0.22413 0.35682
H 4.11570 -0.41070 0.54496
H 1.48016 0.98102 -0.97161
H -3.42611 1.08028 0.82200
H 0.13752 -0.12777 -0.29175
H -1.54630 -1.18605 -1.51494
H 3.46435 0.87488 -0.40375
H -3.00429 1.02408 -0.90937
H 1.83043 -1.01815 1.02865
H -1.35641 -0.44005 1.41147
H -0.93141 -2.18865 -0.15079
H -1.89926 1.98425 0.40059
```

Its total charge is +1. Its HOMO-LUMO gap is 10.5 eV. The spin multiplicity is 1.

***

--- two ---
Formula: C4H11N2
Source: the OMol25 dataset
Level of theory: the ωB97M-V functional and the def2-TZVPD basis

Geometry as XYZ:
```
17
C4H11N2 (the ωB97M-V functional and the def2-TZVPD basis)
N -0.36744 -0.57577 0.81600
N -0.09490 0.18565 -0.24444
C -1.39092 0.51098 -0.90456
C 0.48051 -0.99998 -1.10753
C 0.89489 1.30089 -0.42894
C 0.25249 -0.41517 2.02238
H -1.24054 0.98826 -1.86678
H 0.75809 -0.63052 -2.05648
H 1.25965 -0.82827 2.22064
H 1.33819 -1.34580 -0.57078
H 0.82802 2.03017 -1.13652
H -0.34761 -1.79972 -1.11733
H 1.60535 1.20840 0.37939
H -2.01357 1.06039 -0.16916
H -0.34466 -0.97576 2.78211
H 0.42078 0.58730 2.42418
H -2.03834 -0.30103 -1.04217
```

Its total charge is +1. Its HOMO-LUMO gap (alpha / beta) is 8.8 / 9.2 eV. The spin multiplicity is 1.

***

Stability check: which of them is most stable? one.

***

--- one ---
Formula: C9H14
Source: the OMol25 dataset
Level of theory: the ωB97M-V functional and the def2-TZVPD basis

Geometry as XYZ:
```
23
C9H14 (the ωB97M-V functional and the def2-TZVPD basis)
C -0.15271 -0.66058 -1.63287
C 1.73490 -1.44820 2.95192
C -0.06022 1.85457 -0.47642
C 0.97633 -0.20064 2.47658
C 0.88454 0.21326 -1.93530
C -2.33979 -1.18526 -0.49258
C 0.96523 1.45205 -1.31425
C -1.18505 -0.27392 -0.78738
C -1.12842 1.00374 -0.24002
H 1.13009 -2.07169 3.61380
H -0.03185 2.83537 -0.01902
H 1.63390 -0.04674 -2.67129
H -2.07263 -2.24489 -0.56392
H 0.99844 -0.09899 1.39047
H -0.06424 -0.26805 2.77204
H 1.82623 2.07878 -1.51575
H -0.06398 -1.69775 -1.94176
H -3.15544 -1.01655 -1.19688
H 2.58439 -1.17337 3.58937
H -2.71498 -1.07314 0.52749
H 1.40314 0.68112 2.96115
H 2.20145 -2.10755 2.22295
H -1.87955 1.35747 0.46125
```

Its total charge is 0. Its HOMO-LUMO gap is 10.1 eV. As for the SMILES: Cc1ccccc1.CC. The spin multiplicity is 1.

***

--- two ---
Formula: C9H14
Source: the OMol25 dataset
Level of theory: the ωB97M-V functional and the def2-TZVPD basis

Geometry as XYZ:
```
23
C9H14 (the ωB97M-V functional and the def2-TZVPD basis)
C -1.52796 -0.07151 -1.09333
C 0.14984 1.17421 0.05677
C 0.80257 3.47728 -0.70660
C 0.10537 -3.16766 2.01864
C -0.05602 2.22633 -0.84016
C -0.57634 0.00866 -0.08367
C 1.51341 -2.89845 1.39676
C -1.74666 0.97011 -1.98051
C -0.97159 2.13253 -1.86792
H -2.19653 -0.91838 -1.20236
H -0.41255 -2.25138 2.27793
H -2.46836 0.84599 -2.77828
H 1.84093 3.21285 -0.91651
H 1.82565 -3.75306 0.79410
H 1.56219 -1.97438 0.83570
H 0.84142 1.32112 0.87122
H 2.18568 -3.06116 2.24706
H 0.21063 -3.89913 2.80886
H 0.54230 4.18723 -1.48514
H -1.25971 2.91936 -2.54875
H -0.43933 -3.71042 1.23984
H 0.69062 3.95233 0.24056
H -0.61557 -0.72247 0.71581
```

Its total charge is 0. Its HOMO-LUMO gap is 10.1 eV. As for the SMILES: Cc1ccccc1.CC. The spin multiplicity is 1.

***

Stability check: which of them is most stable? one.